56
Properties=species:S:1:pos:R:3:forces:R:3:lowdin_charge:R:1 method="wB97M-V/def2-TZVPD" e_tot_ha=-1373.8075 lumo_energy_ha=-0.0094 relative_energy_ev=5.368 e_homo_ev=-8.2807 largest_force_ev_per_a=1.32 smiles="O=C(c1ccc(N2CCOCC2)c([N+](=O)[O-])c1)N1CCN(Cc2ccccc2)CC1" charge=0
O -0.068 3.946 -0.333 -0.10 0.24 0.17 0.076
C 0.040 2.739 -0.456 -0.22 -0.05 -0.08 -0.427
C -1.164 1.848 -0.395 -0.32 0.04 -0.03 -0.149
C -1.610 1.154 -1.523 0.02 0.12 0.28 -0.017
C -2.752 0.392 -1.483 -0.07 0.02 -0.02 0.005
C -3.528 0.276 -0.310 0.10 0.10 0.28 -0.144
N -4.558 -0.608 -0.248 -0.14 0.05 -0.09 -0.070
C -5.013 -1.218 0.983 -0.43 -0.28 0.28 -0.133
C -5.420 -2.664 0.711 0.36 -0.02 0.22 -0.176
O -6.488 -2.769 -0.208 -0.09 -0.05 -0.01 -0.123
C -6.546 -1.686 -1.111 0.02 0.19 -0.24 -0.181
C -5.158 -1.148 -1.452 -0.19 -0.18 -0.14 -0.134
C -3.124 1.074 0.784 0.84 -0.09 -1.01 -0.083
N -3.947 1.299 1.928 -0.54 0.15 0.59 -0.364
O -5.156 1.320 1.764 -0.01 0.22 0.04 0.067
O -3.400 1.514 2.994 0.01 -0.02 0.18 0.081
C -1.945 1.819 0.740 0.00 -0.06 -0.07 0.073
N 1.221 2.132 -0.709 0.23 -0.01 -0.10 -0.045
C 2.433 2.926 -0.773 0.21 0.34 0.15 -0.112
C 3.328 2.604 0.433 -0.12 0.13 -0.20 -0.153
N 3.623 1.191 0.557 0.18 0.04 0.11 -0.172
C 4.619 0.690 -0.377 -0.03 0.06 0.04 -0.158
C 5.105 -0.670 0.052 0.04 -0.05 -0.11 -0.231
C 5.179 -1.725 -0.845 -0.01 0.12 0.01 -0.048
C 5.639 -2.965 -0.436 0.04 -0.13 -0.02 -0.088
C 6.022 -3.163 0.879 0.02 -0.12 -0.03 -0.095
C 5.945 -2.115 1.783 0.03 0.02 0.07 -0.080
C 5.492 -0.876 1.371 0.02 0.00 -0.04 -0.040
C 2.396 0.425 0.582 -0.26 -0.13 -0.20 -0.144
C 1.471 0.712 -0.618 0.18 -0.43 0.32 -0.119
H -1.042 1.211 -2.440 0.07 -0.03 -0.11 0.127
H -3.043 -0.150 -2.367 -0.05 -0.11 -0.05 0.103
H -4.201 -1.213 1.716 -0.09 -0.01 -0.02 0.139
H -5.861 -0.665 1.410 0.20 -0.22 -0.01 0.123
H -5.755 -3.138 1.638 0.11 0.07 -0.04 0.130
H -4.549 -3.222 0.332 -0.10 0.04 0.08 0.128
H -7.154 -0.872 -0.691 0.05 -0.07 -0.09 0.132
H -7.039 -2.063 -2.010 0.07 0.13 0.04 0.129
H -4.550 -1.960 -1.876 -0.03 0.08 -0.08 0.135
H -5.258 -0.354 -2.196 0.00 -0.08 -0.02 0.133
H -1.677 2.406 1.606 0.00 0.05 0.03 0.137
H 2.142 3.977 -0.767 0.08 -0.11 -0.07 0.122
H 2.955 2.699 -1.709 -0.02 0.03 0.02 0.126
H 4.263 3.163 0.364 -0.01 0.02 0.03 0.121
H 2.808 2.912 1.346 0.01 0.09 -0.04 0.129
H 5.462 1.388 -0.353 -0.08 0.02 -0.09 0.132
H 4.259 0.638 -1.418 0.10 0.00 0.02 0.113
H 4.879 -1.577 -1.874 -0.05 0.04 -0.09 0.108
H 5.695 -3.778 -1.145 0.00 -0.07 -0.05 0.101
H 6.380 -4.130 1.199 0.02 -0.08 0.03 0.100
H 6.244 -2.266 2.810 0.03 -0.01 0.09 0.102
H 5.423 -0.055 2.068 -0.02 0.08 0.09 0.114
H 2.643 -0.638 0.613 -0.07 0.00 0.05 0.123
H 1.863 0.686 1.502 -0.06 -0.07 -0.02 0.130
H 0.533 0.172 -0.494 0.14 0.01 -0.05 0.118
H 1.949 0.377 -1.546 -0.08 -0.04 0.01 0.125